[1]
{"formula": "C81H68CsN4O4P2S3", "method": "ωB97M-V with the def2-TZVPD basis set", "elements": ["Cs", "S", "S", "S", "P", "P", "O", "O", "O", "O", "N", "N", "N", "N", "C", "C", "C", "C", "C", "C", "C", "C", "C", "C", "C", "C", "C", "C", "C", "C", "C", "C", "C", "C", "C", "C", "C", "C", "C", "C", "C", "C", "C", "C", "C", "C", "C", "C", "C", "C", "C", "C", "C", "C", "C", "C", "C", "C", "C", "C", "C", "C", "C", "C", "C", "C", "C", "C", "C", "C", "C", "C", "C", "C", "C", "C", "C", "C", "C", "C", "C", "C", "C", "C", "C", "C", "C", "C", "C", "C", "C", "C", "C", "C", "C", "H", "H", "H", "H", "H", "H", "H", "H", "H", "H", "H", "H", "H", "H", "H", "H", "H", "H", "H", "H", "H", "H", "H", "H", "H", "H", "H", "H", "H", "H", "H", "H", "H", "H", "H", "H", "H", "H", "H", "H", "H", "H", "H", "H", "H", "H", "H", "H", "H", "H", "H", "H", "H", "H", "H", "H", "H", "H", "H", "H", "H", "H", "H", "H", "H", "H", "H", "H"], "xyz": [[0.07, 0.14, 0.04], [0.42, 3.06, 1.92], [1.98, 2.27, -1.20], [0.06, -3.24, -0.21], [-2.74, -1.65, -0.15], [-1.13, -2.27, -2.73], [1.61, 2.82, 1.09], [0.74, 3.81, 3.12], [1.42, -3.17, 0.32], [0.53, 2.08, -1.37], [-0.43, 1.73, 2.11], [-0.67, -0.45, 2.72], [3.68, -0.34, 0.49], [-9.57, 2.51, -3.56], [-2.43, 5.75, -0.44], [-3.46, -1.14, 1.46], [2.31, 4.07, -1.36], [-0.97, -5.86, 2.67], [1.23, 0.73, 3.58], [-3.27, -8.00, -2.52], [-8.42, 2.64, -3.45], [-2.95, -6.54, -2.70], [-4.89, -5.19, 0.04], [-0.70, 4.10, 0.98], [-1.99, 3.68, 0.72], [-5.04, 3.93, -4.17], [4.53, 1.61, -4.31], [4.23, -1.53, 0.35], [-4.14, -5.90, 0.93], [3.36, -3.11, -3.42], [0.89, -1.55, 4.16], [-7.05, 2.81, -3.36], [1.57, -1.69, -2.69], [4.41, 0.64, 1.00], [5.74, 0.48, 1.36], [7.78, -1.01, 1.54], [-0.33, -4.79, 2.03], [-1.79, -2.41, -6.82], [0.04, -7.28, -0.83], [-3.19, -3.43, -0.03], [-4.06, -0.90, -1.17], [-4.07, 0.74, 2.85], [-5.46, -0.95, -0.78], [-1.21, -4.97, -1.92], [-4.38, -7.18, 1.69], [5.55, -1.79, 0.68], [-0.28, 5.35, 0.57], [0.04, 0.69, 2.82], [3.71, 1.64, -5.42], [3.99, 1.78, -3.05], [-2.87, -5.41, 1.29], [2.35, 1.81, -5.28], [-0.26, -1.50, 3.40], [0.64, -2.66, -3.05], [0.53, -5.99, -0.57], [2.92, -1.91, -2.87], [-1.62, -0.11, -6.16], [-1.85, -3.94, -2.64], [-1.82, -1.06, -7.15], [-2.82, 3.41, -3.31], [-4.41, -0.13, 3.88], [-3.79, -2.00, 2.50], [1.66, -0.39, 4.22], [-0.95, -4.03, 1.07], [-4.27, -1.49, 3.70], [-0.10, -4.86, -1.04], [-6.42, -0.38, -1.50], [1.80, 1.99, -4.01], [-6.29, 2.00, -2.36], [-4.42, -3.93, -0.39], [-1.59, -2.81, -5.52], [6.34, -0.76, 1.19], [-3.11, -7.39, 2.56], [-2.85, 4.50, 0.02], [2.43, -4.07, -3.81], [-6.15, 0.48, -2.69], [-2.00, -8.60, -1.86], [2.63, 1.99, -2.90], [-3.05, -4.22, -3.28], [-3.38, 6.61, -1.21], [-1.14, 6.16, -0.15], [-2.22, -6.22, 2.23], [-1.43, -1.86, -4.51], [-1.14, -7.42, -1.52], [-4.16, 3.21, -3.32], [-1.74, -6.26, -2.06], [1.08, -3.84, -3.63], [-1.41, -0.51, -4.85], [-4.75, 2.15, -2.44], [-3.63, -5.50, -3.29], [-3.70, -0.15, -2.22], [-6.40, 3.72, -4.18], [-3.60, 0.23, 1.65], [-4.65, 0.69, -2.99], [-2.32, -4.23, 0.76], [0.36, -4.59, -3.94], [-4.81, 0.26, 4.81], [-6.70, 2.16, -1.36], [-4.18, 1.81, 2.98], [0.56, -8.14, -0.42], [-4.53, -2.17, 4.50], [-6.77, 0.16, -3.55], [5.60, 1.46, -4.42], [8.36, -1.19, 0.63], [-2.86, 7.38, -1.76], [-1.24, 0.23, -4.08], [3.59, -2.31, -0.03], [-3.94, 5.99, -1.91], [3.28, 4.21, -1.82], [-3.58, -3.41, -3.77], [-5.28, -7.09, 2.31], [-0.80, 7.14, -0.48], [-5.06, -3.34, -1.03], [-4.09, 7.08, -0.53], [-2.00, -0.75, -8.17], [3.64, -1.16, -2.57], [0.74, 2.14, -3.89], [-3.68, -3.06, 2.40], [-2.61, -8.33, 2.31], [1.77, 1.67, 3.62], [4.62, 1.77, -2.17], [1.23, -0.75, -2.27], [-1.47, -9.26, -2.56], [-2.25, -9.20, -0.98], [1.39, -5.86, 0.07], [-3.35, -7.41, 3.62], [2.31, 4.45, -0.34], [-4.53, -8.02, 1.01], [-2.35, 4.14, -3.94], [3.90, 1.59, 1.13], [-3.51, -8.49, -3.46], [1.71, 1.83, -6.15], [-3.33, 0.90, 0.85], [-4.30, 2.20, -1.45], [2.76, -5.00, -4.24], [-4.62, 4.68, -4.84], [-1.65, 0.94, -6.40], [0.71, -4.57, 2.25], [-7.02, 4.29, -4.87], [-4.13, -8.10, -1.86], [2.59, -0.37, 4.79], [6.30, 1.31, 1.78], [-1.56, -3.86, -5.28], [-0.45, -6.43, 3.43], [-1.91, -3.15, -7.60], [8.21, -0.16, 2.06], [-7.46, -0.47, -1.22], [-2.18, 2.85, -2.64], [7.87, -1.90, 2.16], [1.51, 4.52, -1.94], [1.18, -2.45, 4.68], [4.41, -3.30, -3.54], [-0.90, -2.37, 3.31], [-5.86, -5.53, -0.30], [4.14, 1.51, -6.41], [-4.41, 0.68, -4.06], [-2.65, -0.07, -2.50], [-2.30, 2.71, 1.08], [-5.71, -1.49, 0.13], [-4.57, -5.65, -3.79], [5.97, -2.78, 0.55], [0.72, 5.67, 0.83], [-3.87, 4.19, -0.18]], "largest_force_ev_per_a": 3.28, "total_charge": -1, "gap_ev": 3.75, "e_above_lowest_kj_mol": 283.1, "homo_ev": -2.6}

***

[2]
{"formula": "BaH18O9", "method": "ωB97M-V with the def2-TZVPD basis set", "elements": ["Ba", "O", "O", "O", "O", "O", "O", "O", "O", "O", "H", "H", "H", "H", "H", "H", "H", "H", "H", "H", "H", "H", "H", "H", "H", "H", "H", "H"], "xyz": [[17.48, -8.69, -3.20], [16.31, -9.04, -0.79], [15.89, -10.91, -3.41], [18.66, -11.20, -3.23], [19.70, -8.55, -1.46], [17.57, -6.74, -5.12], [17.40, -9.58, -5.72], [17.32, -5.92, -2.25], [20.02, -8.35, -4.42], [14.91, -7.98, -3.97], [15.52, -8.74, -0.33], [20.57, -8.61, -1.86], [17.39, -5.09, -2.73], [14.07, -8.06, -3.53], [15.03, -10.74, -3.02], [16.71, -9.67, -6.38], [19.86, -8.18, -0.59], [14.70, -7.96, -4.91], [15.88, -11.84, -3.61], [20.92, -8.16, -4.14], [19.60, -11.37, -3.17], [16.81, -5.71, -1.47], [16.67, -9.72, -0.21], [20.10, -8.52, -5.36], [17.86, -5.84, -4.94], [18.21, -9.54, -6.22], [18.29, -12.02, -3.54], [17.71, -6.86, -6.06]], "largest_force_ev_per_a": 0.90, "total_charge": 3, "gap_ev": [13.00, 3.23], "e_above_lowest_kj_mol": 5.7, "spin_multiplicity": 2, "homo_ev": [-22.4, -21.6]}

***

[3]
{"formula": "C38H44Li2O18S", "method": "ωB97M-V with the def2-TZVPD basis set", "elements": ["S", "O", "O", "O", "O", "O", "O", "O", "O", "O", "O", "O", "O", "O", "O", "O", "O", "O", "O", "C", "C", "C", "C", "C", "C", "C", "C", "C", "C", "C", "C", "C", "C", "C", "C", "C", "C", "C", "C", "C", "C", "C", "C", "C", "C", "C", "C", "C", "C", "C", "C", "C", "C", "C", "C", "C", "C", "Li", "Li", "H", "H", "H", "H", "H", "H", "H", "H", "H", "H", "H", "H", "H", "H", "H", "H", "H", "H", "H", "H", "H", "H", "H", "H", "H", "H", "H", "H", "H", "H", "H", "H", "H", "H", "H", "H", "H", "H", "H", "H", "H", "H", "H", "H"], "xyz": [[-1.10, -0.02, -0.48], [0.99, 2.26, 1.14], [1.18, 0.84, -3.19], [5.71, -0.60, 4.37], [-2.77, -0.27, -3.78], [3.98, -7.25, -1.74], [-2.98, -2.45, 1.90], [-2.22, 0.78, -0.02], [0.22, 0.26, 0.07], [1.30, 6.24, -4.25], [-4.69, 1.64, 2.32], [-0.66, -1.96, 6.82], [-4.44, 4.52, -6.03], [-1.41, -1.36, -0.16], [-0.72, 3.46, 6.23], [-0.67, -2.26, -2.88], [-1.07, 0.03, -1.88], [1.15, -2.76, -0.54], [2.62, -0.52, -0.24], [1.73, 2.54, -4.72], [0.61, 2.63, 2.43], [0.74, 4.45, -2.77], [-2.28, 1.94, -4.55], [-1.04, -2.45, 3.18], [3.84, -5.36, -0.42], [-2.51, -2.25, 5.56], [-2.43, -2.39, 3.14], [-0.11, -2.40, -4.17], [3.40, -0.51, 0.92], [0.82, 3.00, -2.49], [-2.66, 3.21, -5.09], [-0.30, -2.41, 4.44], [-0.44, 3.18, 4.90], [-1.11, -2.18, 5.60], [0.20, 4.21, 4.17], [1.96, -5.96, -1.93], [3.06, -4.16, -0.20], [3.27, -6.25, -1.36], [5.01, -0.50, 3.21], [0.90, 3.88, 2.94], [-4.49, 0.45, 2.85], [-3.25, -2.42, 4.29], [-4.97, 2.23, -5.27], [1.76, 3.93, -4.98], [1.31, 4.85, -4.00], [1.79, -3.96, -0.76], [3.60, -0.59, 3.33], [4.75, -0.42, 0.83], [1.29, 2.12, -3.43], [1.28, -4.79, -1.66], [-3.16, 0.93, -4.40], [5.56, -0.40, 1.99], [0.00, 1.65, 3.18], [2.80, -0.59, 2.22], [-0.60, 1.96, 4.42], [-4.52, 1.09, -4.69], [-4.01, 3.28, -5.47], [-3.31, 2.02, 0.63], [-0.95, -2.92, -1.05], [0.75, 2.80, -1.40], [0.17, -3.38, -4.61], [-0.38, -2.69, 2.29], [0.62, 1.56, 0.75], [-3.78, 0.14, 2.21], [-1.28, 1.89, -4.52], [-5.18, 4.52, -6.48], [-5.50, -0.11, 3.11], [-0.75, -1.21, -2.56], [4.80, -7.38, -1.39], [1.71, -2.16, -0.25], [-6.16, 2.43, -5.12], [0.75, -2.48, 4.62], [-2.29, -2.03, 1.13], [6.66, -0.51, 3.95], [0.37, -4.47, -1.95], [5.35, -0.46, 0.00], [1.75, -0.75, 2.42], [3.37, -3.61, 0.49], [3.17, -0.55, 4.24], [-5.16, 0.20, -4.48], [0.38, 5.23, -2.04], [1.81, -0.09, 0.09], [-0.35, 2.84, 6.95], [2.17, 4.21, -5.91], [-2.96, -2.25, 6.43], [0.40, 4.98, 4.60], [1.50, 4.72, 2.30], [0.45, 0.71, -2.66], [4.56, -5.47, 0.19], [0.52, -1.62, -4.61], [-2.13, 3.92, -5.23], [6.58, -0.44, 1.92], [-2.07, -0.19, -3.07], [-1.30, -1.39, 7.34], [1.97, 1.81, -5.42], [-1.00, -2.17, -4.75], [-4.39, -2.48, 4.38], [1.13, 6.89, -3.61], [1.56, -6.69, -2.61], [-3.83, 0.63, 3.79], [-0.01, 0.65, 2.87], [-4.91, 2.16, 3.08], [-1.04, 1.07, 5.05]], "largest_force_ev_per_a": 13.66, "total_charge": 0, "gap_ev": 7.00, "e_above_lowest_kj_mol": 209.8, "homo_ev": -7.6}

***

[4]
{"formula": "C23H34N4O2", "method": "ωB97M-V with the def2-TZVPD basis set", "elements": ["O", "O", "N", "N", "N", "N", "C", "C", "C", "C", "C", "C", "C", "C", "C", "C", "C", "C", "C", "C", "C", "C", "C", "C", "C", "C", "C", "C", "C", "H", "H", "H", "H", "H", "H", "H", "H", "H", "H", "H", "H", "H", "H", "H", "H", "H", "H", "H", "H", "H", "H", "H", "H", "H", "H", "H", "H", "H", "H", "H", "H", "H", "H"], "xyz": [[1.87, 2.92, 0.60], [-2.71, -2.40, 2.35], [2.20, 0.73, 1.07], [3.95, 3.58, 4.20], [3.72, 2.34, 4.66], [-1.92, -1.20, 0.58], [2.95, 2.34, 2.59], [2.30, 2.04, 1.34], [-7.67, -1.49, 1.00], [-6.30, -2.00, 0.54], [-7.02, -2.58, -0.69], [3.07, 1.56, 3.73], [3.47, 3.58, 2.98], [3.10, 2.68, 8.40], [2.57, 3.70, 7.41], [-2.10, -0.74, -0.80], [4.05, 2.01, 6.03], [-5.12, -1.04, 0.30], [-0.69, -0.40, -1.24], [-2.87, -1.95, 1.22], [0.26, -2.08, 1.41], [-0.60, -0.81, 1.16], [-0.01, 0.09, 0.03], [2.86, 2.29, 6.97], [1.53, 0.18, -0.11], [-4.20, -2.26, 0.48], [-8.12, -1.53, -0.47], [-5.32, -2.84, 1.38], [-0.77, 0.00, 2.47], [0.18, 0.38, 2.83], [1.24, -1.82, 1.81], [-0.36, 1.12, 0.19], [-5.04, -0.28, 1.09], [1.95, -0.81, -0.32], [-0.20, -2.74, 2.14], [-1.19, -0.61, 3.27], [2.01, 1.64, 6.76], [-8.20, -2.20, 1.64], [-7.36, -3.61, -0.55], [-5.10, -0.52, -0.66], [2.76, 0.55, 3.98], [-0.69, 0.35, -2.04], [1.53, 4.02, 7.47], [4.94, 2.58, 6.32], [-2.51, -1.51, -1.46], [1.78, 0.78, -0.98], [-1.43, 0.85, 2.32], [4.13, 2.78, 8.76], [-0.18, -1.28, -1.63], [3.22, 4.50, 7.05], [2.69, 0.10, 1.68], [4.34, 0.96, 6.07], [-7.66, -0.52, 1.50], [-5.29, -2.51, 2.42], [2.44, 2.29, 9.17], [-4.02, -2.86, -0.42], [-9.14, -1.87, -0.64], [-5.46, -3.92, 1.37], [-2.71, 0.16, -0.81], [-6.47, -2.54, -1.63], [0.41, -2.65, 0.50], [3.49, 4.47, 2.36], [-7.95, -0.59, -1.00]], "largest_force_ev_per_a": 2.25, "total_charge": 0, "gap_ev": 9.68, "e_above_lowest_kj_mol": 328.7, "smiles": "CC1(C)[C@@H](CNC(=O)c2cnn(CC3CC3)c2)CCN1C(=O)C1CC2(CCC2)C1", "homo_ev": -9.1}

***

[5]
{"formula": "C4H7NS2", "method": "ωB97M-V with the def2-TZVPD basis set", "elements": ["S", "S", "N", "C", "C", "C", "C", "H", "H", "H", "H", "H", "H", "H"], "xyz": [[-0.29, -1.34, -0.13], [2.72, 0.01, 0.05], [0.06, 0.34, 0.13], [-2.28, 0.96, -0.06], [-0.95, 1.23, -0.15], [-2.97, -0.37, 0.19], [1.36, 0.87, 0.02], [1.26, 1.98, 0.05], [-0.63, 2.33, -0.30], [1.17, -1.42, 0.03], [-2.67, -0.73, 1.29], [-2.92, 1.81, -0.21], [-2.49, -0.98, -0.81], [-4.03, -0.23, 0.22]], "largest_force_ev_per_a": 3.99, "total_charge": 0, "gap_ev": 8.21, "e_above_lowest_kj_mol": 261.0, "smiles": "C/C=C\\N(S)C=S", "homo_ev": -8.1}

***

[6]
{"formula": "C2HFO2Zn", "method": "ωB97M-V with the def2-TZVPD basis set", "elements": ["Zn", "F", "O", "O", "C", "C", "H"], "xyz": [[2.36, 0.27, 0.08], [-1.21, -1.74, 0.28], [0.85, -0.73, -0.02], [-1.64, 1.89, -0.12], [-0.70, 1.15, -0.18], [0.49, 0.63, -0.21], [-0.14, -1.46, 0.17]], "largest_force_ev_per_a": 6.23, "total_charge": 0, "gap_ev": [8.43, 5.82], "e_above_lowest_kj_mol": 29.5, "homo_ev": [-10.6, -8.7]}

***

[7]
{"formula": "C42H44N11O3SSeTi", "method": "ωB97M-V with the def2-TZVPD basis set", "elements": ["Se", "Ti", "S", "O", "O", "O", "N", "N", "N", "N", "N", "N", "N", "N", "N", "N", "N", "C", "C", "C", "C", "C", "C", "C", "C", "C", "C", "C", "C", "C", "C", "C", "C", "C", "C", "C", "C", "C", "C", "C", "C", "C", "C", "C", "C", "C", "C", "C", "C", "C", "C", "C", "C", "C", "C", "C", "C", "C", "C", "H", "H", "H", "H", "H", "H", "H", "H", "H", "H", "H", "H", "H", "H", "H", "H", "H", "H", "H", "H", "H", "H", "H", "H", "H", "H", "H", "H", "H", "H", "H", "H", "H", "H", "H", "H", "H", "H", "H", "H", "H", "H", "H", "H"], "xyz": [[-0.08, -1.09, 2.95], [0.80, -1.25, 0.68], [-3.86, -0.98, 2.57], [-1.06, 2.51, -1.64], [1.10, -1.18, -1.13], [4.01, 0.46, 2.75], [2.99, -1.01, 1.30], [2.48, 0.55, -1.96], [1.41, -1.03, -3.34], [3.40, -6.02, 0.33], [1.95, -5.21, 2.05], [0.10, 0.66, -2.21], [2.53, -5.08, 0.87], [-2.50, 0.14, 0.67], [1.49, -3.29, 1.06], [2.28, -3.96, 0.25], [1.16, 0.78, 0.63], [3.10, 0.15, 1.98], [-1.73, 0.00, -3.69], [-2.33, -2.29, 0.62], [0.40, 3.07, 0.59], [-1.02, -2.44, 0.14], [-3.03, -4.44, -0.22], [5.98, -3.92, 1.91], [1.28, -0.25, -2.13], [-3.83, 3.43, 1.69], [1.12, 2.46, -4.18], [-3.87, 4.89, 1.24], [-4.69, 1.67, 3.14], [-2.35, 0.07, -4.93], [3.44, -2.08, 4.02], [-4.92, 5.02, 0.12], [4.81, -2.38, 0.47], [-2.31, -0.87, -2.61], [-3.31, -3.28, 0.47], [4.23, -2.52, 2.82], [-3.15, 1.15, 1.35], [-3.95, 0.74, 2.41], [1.28, -4.06, 2.14], [-0.59, 0.76, -3.46], [2.04, 2.39, 2.18], [5.78, -3.35, 0.66], [0.45, 1.79, 0.00], [-1.78, -4.59, -0.81], [-4.25, 5.83, 2.38], [4.60, -1.78, -0.89], [-1.85, 0.89, -5.93], [5.20, -3.50, 2.97], [1.14, 3.37, 1.70], [-0.82, -3.60, -0.63], [-0.09, 1.61, -4.45], [-4.62, 3.00, 2.77], [-2.77, -1.01, 1.19], [-0.23, 1.66, -1.28], [-2.51, 5.33, 0.69], [2.03, 1.15, 1.62], [4.01, -1.95, 1.55], [-0.72, 1.66, -5.68], [-3.09, 2.50, 0.99], [-2.24, 4.79, -0.22], [-5.30, 1.36, 3.98], [3.46, -2.85, 4.79], [5.35, -3.93, 3.96], [2.77, 2.59, 2.96], [-3.79, -5.21, -0.33], [2.22, 1.46, -1.59], [1.03, 2.97, -3.22], [2.03, 1.86, -4.14], [0.69, -1.74, -3.34], [0.15, -3.74, -1.11], [-5.29, 5.72, 2.68], [6.39, -3.64, -0.18], [4.74, -0.70, -0.85], [-3.05, -0.32, -2.03], [0.66, -3.73, 2.95], [3.60, -1.97, -1.26], [-4.30, -3.12, 0.88], [2.40, -1.85, 3.76], [-0.33, 2.32, -6.45], [3.86, -1.15, 4.41], [5.32, -2.19, -1.60], [-2.53, 6.40, 0.46], [-5.20, 3.71, 3.34], [-1.72, 5.15, 1.42], [1.32, -0.46, -4.17], [-1.55, -1.19, -1.90], [1.23, 3.21, -4.96], [3.03, 0.11, -1.23], [-4.98, 6.05, -0.22], [-5.90, 4.71, 0.48], [-2.34, 0.94, -6.90], [-0.21, 3.81, 0.10], [-1.55, -5.46, -1.40], [3.44, -6.76, 1.04], [4.32, -5.55, 0.32], [-4.12, 6.87, 2.06], [1.10, 4.36, 2.14], [-3.23, -0.53, -5.11], [-2.47, 2.76, 0.14], [-3.62, 5.66, 3.26], [-2.78, -1.76, -3.03], [-4.65, 4.39, -0.72], [6.75, -4.68, 2.05]], "largest_force_ev_per_a": 2.17, "total_charge": -2, "gap_ev": [4.16, 5.32], "e_above_lowest_kj_mol": 0.0, "spin_multiplicity": 2, "homo_ev": [0.0, -1.2]}

***

[8]
{"formula": "CH4P2S", "method": "ωB97M-V with the def2-TZVPD basis set", "elements": ["S", "P", "P", "C", "H", "H", "H", "H"], "xyz": [[-0.68, 1.33, -1.32], [-0.87, -0.15, 0.08], [-0.27, 1.83, 0.78], [0.68, -1.22, -0.13], [1.11, -1.57, 0.76], [0.57, -2.03, -0.85], [-2.05, 2.51, 1.32], [1.51, -0.69, -0.65]], "largest_force_ev_per_a": 3.39, "total_charge": 0, "gap_ev": 8.75, "e_above_lowest_kj_mol": 148.3, "homo_ev": -8.8}

***

no.,energy (hartree)
1,-5544.7598
2,-712.4070
3,-3241.7011
4,-1266.2695
5,-1007.6349
6,-2106.3016
7,-6104.1689
8,-1121.3350